(1)
{"formula": "C49H45Cl3N6O4PZn", "method": "the ωB97M-V functional and the def2-TZVPD basis", "total_charge": -1, "spin_multiplicity": 1, "homo_lumo_gap_ev": 6.727, "lumo_energy_ev": 2.178, "symbols": ["Zn", "O", "C", "O", "C", "C", "C", "C", "C", "N", "H", "H", "H", "H", "Cl", "C", "C", "C", "Cl", "C", "C", "C", "C", "N", "C", "C", "O", "H", "H", "H", "H", "N", "P", "C", "C", "C", "C", "C", "C", "C", "C", "C", "C", "C", "C", "C", "C", "C", "C", "C", "C", "H", "H", "H", "H", "H", "H", "H", "H", "H", "H", "H", "H", "H", "H", "H", "C", "C", "C", "C", "C", "O", "C", "C", "C", "C", "C", "C", "Cl", "C", "C", "C", "N", "C", "N", "C", "N", "H", "H", "H", "H", "H", "H", "H", "H", "H", "H", "H", "H", "H", "H", "H", "H", "H", "H", "H", "H", "H", "H"], "xyz": [[-0.08, -0.08, 0.04], [-0.12, -0.84, 4.14], [0.16, -0.62, 2.96], [-0.59, -0.78, 1.97], [1.54, 0.00, 2.67], [2.51, 0.19, 3.65], [3.68, 0.83, 3.31], [3.85, 1.26, 2.00], [2.84, 1.00, 1.09], [1.71, 0.40, 1.42], [2.31, -0.16, 4.65], [4.46, 1.00, 4.04], [4.74, 1.77, 1.68], [2.91, 1.28, 0.05], [-2.80, 1.16, -4.08], [-2.68, -0.39, -3.32], [-3.19, -1.48, -4.02], [-3.08, -2.74, -3.50], [-3.78, -4.08, -4.36], [-2.41, -2.97, -2.28], [-2.25, -4.22, -1.66], [-1.60, -4.31, -0.46], [-1.03, -3.15, 0.09], [-1.16, -1.98, -0.47], [-1.86, -1.85, -1.60], [-2.04, -0.49, -2.07], [-1.65, 0.49, -1.38], [-3.68, -1.32, -4.96], [-2.66, -5.10, -2.14], [-1.51, -5.25, 0.05], [-0.47, -3.19, 1.01], [1.22, -0.25, -1.32], [1.90, 0.30, -2.56], [3.75, 0.27, -2.46], [4.45, 1.29, -1.83], [5.81, 1.18, -1.60], [6.50, 0.05, -2.01], [5.81, -0.99, -2.62], [4.44, -0.89, -2.82], [1.56, 2.02, -3.17], [0.23, 2.40, -3.06], [-0.17, 3.68, -3.41], [0.77, 4.61, -3.83], [2.10, 4.24, -3.92], [2.49, 2.95, -3.62], [1.58, -0.68, -4.09], [0.91, -1.88, -3.90], [0.60, -2.69, -4.98], [0.96, -2.30, -6.26], [1.61, -1.09, -6.46], [1.93, -0.28, -5.38], [3.93, 2.20, -1.55], [6.34, 1.98, -1.10], [7.57, -0.02, -1.86], [6.34, -1.86, -2.96], [3.90, -1.70, -3.28], [-0.47, 1.68, -2.69], [-1.21, 3.96, -3.34], [0.47, 5.62, -4.07], [2.84, 4.97, -4.23], [3.53, 2.67, -3.73], [0.65, -2.15, -2.89], [0.09, -3.63, -4.82], [0.72, -2.93, -7.10], [1.88, -0.79, -7.46], [2.44, 0.66, -5.53], [-5.54, 2.96, 4.69], [-4.01, 3.00, 4.58], [-3.46, 3.46, 5.95], [-3.47, 1.59, 4.34], [-3.59, 4.04, 3.48], [-3.86, 5.35, 3.97], [-4.34, 3.95, 2.13], [-4.51, 2.60, 1.41], [-5.19, 2.83, 0.08], [-6.50, 3.27, 0.05], [-7.15, 3.49, -1.15], [-6.47, 3.26, -2.33], [-7.27, 3.52, -3.84], [-5.16, 2.82, -2.32], [-4.52, 2.60, -1.11], [-2.06, 4.10, 3.24], [-1.55, 3.39, 2.10], [-1.04, 2.15, 2.02], [-0.64, 1.92, 0.79], [-0.94, 3.06, 0.13], [-1.48, 3.97, 0.90], [-5.83, 2.25, 5.46], [-6.00, 2.64, 3.76], [-5.95, 3.93, 4.97], [-3.91, 2.86, 6.73], [-3.68, 4.51, 6.13], [-2.38, 3.32, 6.00], [-3.93, 0.91, 5.06], [-2.40, 1.54, 4.49], [-3.69, 1.22, 3.35], [-4.81, 5.43, 4.12], [-3.81, 4.62, 1.45], [-5.33, 4.38, 2.28], [-5.14, 1.93, 2.00], [-3.55, 2.12, 1.24], [-7.04, 3.43, 0.97], [-8.18, 3.83, -1.17], [-4.64, 2.64, -3.25], [-3.50, 2.24, -1.11], [-1.52, 3.77, 4.13], [-1.84, 5.16, 3.06], [-0.96, 1.47, 2.83], [-0.75, 3.20, -0.92]], "mulliken_charge": [1.732, -0.831, 0.008, -0.484, 0.626, -0.834, -0.380, -0.816, -0.021, 0.260, 0.535, 0.421, 0.460, -0.055, -0.324, 1.258, -0.899, 1.088, -0.339, 0.241, -1.092, -0.961, -0.411, 0.044, 0.092, -1.129, -0.201, 0.493, 0.433, 0.412, 0.434, -0.068, 1.422, 0.929, -0.528, -0.805, -0.598, -0.714, -1.106, -0.031, -0.386, -0.495, -0.838, -0.891, -0.168, 0.153, -0.429, -0.499, -0.607, -0.667, -0.411, 0.585, 0.411, 0.384, 0.409, 0.410, 0.503, 0.533, 0.370, 0.419, 0.577, 0.333, 0.439, 0.382, 0.410, 0.385, -1.869, 2.104, -1.915, -1.963, 2.782, -0.746, -2.050, 0.939, -0.845, -0.138, -1.017, 0.273, -0.266, -1.302, 0.467, -2.705, 1.315, 0.015, -0.198, -0.822, -0.960, 0.518, 0.275, 0.417, 0.468, 0.360, 0.401, 0.584, 0.399, 0.118, 0.548, 0.227, 0.780, 0.454, -0.216, 0.364, 0.411, 0.394, 0.524, 0.440, 0.268, 0.196, 0.398]}

---

(2)
{"formula": "C3H6N2O", "method": "the ωB97M-V functional and the def2-TZVPD basis", "total_charge": 0, "spin_multiplicity": 1, "homo_lumo_gap_ev": 9.970, "lumo_energy_ev": 0.985, "symbols": ["N", "C", "C", "O", "C", "N", "H", "H", "H", "H", "H", "H"], "xyz": [[1.59, -0.27, 0.37], [0.46, 0.03, -0.52], [-0.75, -0.98, -0.71], [-1.67, 0.02, -0.21], [-0.62, 0.84, 0.14], [-0.57, 1.81, 0.93], [1.52, 0.06, 1.31], [2.09, -1.11, 0.15], [1.36, 0.50, -1.00], [-1.06, -1.33, -1.70], [-0.72, -1.82, -0.01], [-1.49, 2.01, 1.33]], "nbo_charge": [-0.878, -0.250, -0.075, -0.500, 0.558, -0.690, 0.391, 0.380, 0.327, 0.195, 0.187, 0.355]}

---

Calculated energy relative to the best compared isomer or geometry (same formula, charge and spin), 0.00 346.64 kJ/mol (same order as the records).